Entry A
Entry from the Open Molecules 2025 dataset: the molecule FH2P (ωB97M-V with the def2-TZVPD basis set).

- HOMO level (Ha) = -0.3762
- molecular weight (g mol⁻¹) = 52.0
- SMILES = FP
- Kohn-Sham gap (eV) = 11.04

```
! wB97M-V def2-TZVPD RIJCOSX def2/J DEFGRID3
* xyz 0 1
F -1.313 0.482 -0.026
P -0.113 -0.597 0.011
H 0.591 0.063 1.038
H 0.836 0.052 -1.023
*
```

Mulliken atomic charge list, values in e, 2 entries: number 1, F, carries -0.260; number 2, P, carries 0.176



Entry B
Entry from the Open Molecules 2025 dataset: a cluster of 2 separate species, FH2P in total (ωB97M-V with the def2-TZVPD basis set).

- HOMO level (spin up / spin down) (Ha) = -0.3824 / -0.3176
- molecular weight (g mol⁻¹) = 52.0
- Kohn-Sham gap (spin up / spin down) (eV) = 9.50 / 8.60

```
! wB97M-V def2-TZVPD RIJCOSX def2/J DEFGRID3
* xyz 0 1
F 1.247 -1.607 -1.545
P -0.168 -1.275 -0.996
H -0.503 -0.243 -1.945
H -0.499 -0.077 1.877
*
```

Mulliken atomic charge list, values in e, 2 entries: number 1, F, carries -0.192; number 2, P, carries 0.160



Which of them is the least stable? Correct choice: entry B.



Entry A
Entry from the Open Molecules 2025 dataset: a cluster of 2 separate species, CH3NO2S2 in total (ωB97M-V with the def2-TZVPD basis set).

- HOMO level (spin up / spin down) (Ha) = -0.3609 / -0.3637
- molecular weight (g mol⁻¹) = 125.2
- Kohn-Sham gap (spin up / spin down) (eV) = 6.04 / 6.10

```
! wB97M-V def2-TZVPD RIJCOSX def2/J DEFGRID3
* xyz 0 1
C -1.565 0.046 -0.072
N 1.691 1.142 -0.535
O 3.161 -0.848 -0.197
O 0.967 -1.062 0.838
S -1.107 1.749 0.126
S 1.860 -0.264 0.029
H -0.805 -0.564 0.531
H -1.766 -0.088 -1.149
H -2.436 -0.111 0.428
*
```

Mulliken atomic charge list, values in e, 2 entries: number 1, C, carries -0.720; number 2, N, carries -0.402



Entry B
Entry from the Open Molecules 2025 dataset: the molecule CH3NO2S2 (ωB97M-V with the def2-TZVPD basis set).

- HOMO level (spin up / spin down) (Ha) = -0.3419 / -0.3131
- molecular weight (g mol⁻¹) = 125.2
- Kohn-Sham gap (spin up / spin down) (eV) = 8.44 / 6.21

```
! wB97M-V def2-TZVPD RIJCOSX def2/J DEFGRID3
* xyz 0 1
C 0.375 0.590 -1.131
N 0.483 0.478 0.309
O -0.466 -1.799 1.902
O -0.699 0.661 1.139
S -0.292 -0.878 -1.968
S -1.422 -0.788 1.595
H -0.361 1.287 -1.298
H 1.479 0.698 -1.395
H 0.905 -0.249 0.846
*
```

Mulliken atomic charge list, values in e, 2 entries: number 1, C, carries -0.422; number 2, N, carries -0.271



Entry C
Entry from the Open Molecules 2025 dataset: the molecule CH3NO2S2 (ωB97M-V with the def2-TZVPD basis set).

- HOMO level (Ha) = -0.3642
- molecular weight (g mol⁻¹) = 125.2
- SMILES = N[S@@](=O)(=S)C=O
- Kohn-Sham gap (eV) = 9.43

```
! wB97M-V def2-TZVPD RIJCOSX def2/J DEFGRID3
* xyz 0 1
C -0.344 0.859 -1.019
N -0.351 -1.102 0.858
O 0.070 0.706 -2.106
O 0.368 1.121 1.631
S 2.284 -0.284 -0.053
S 0.609 0.263 0.495
H -1.353 1.188 -0.718
H -0.030 -1.880 0.321
H -1.252 -0.871 0.591
*
```

Mulliken atomic charge list, values in e, 2 entries: number 1, C, carries 0.049; number 2, N, carries -0.551



Which of them is the least stable? Correct choice: entry A.



Entry A
Entry from the Open Molecules 2025 dataset: a cluster of 2 separate species, C3H8NO2 in total (ωB97M-V with the def2-TZVPD basis set).

- HOMO level (spin up / spin down) (Ha) = -0.3841 / -0.5551
- molecular weight (g mol⁻¹) = 90.1
- ⟨S²⟩ = 2.010
- Kohn-Sham gap (spin up / spin down) (eV) = 6.73 / 5.95

```
! wB97M-V def2-TZVPD RIJCOSX def2/J DEFGRID3
* xyz 1 3
C -1.460 1.122 -0.385
C -0.185 0.585 -0.029
C 1.122 0.079 -0.327
N 2.203 0.055 0.675
O -0.811 1.149 0.916
O -1.271 -1.778 0.395
H -1.503 2.036 -0.929
H -2.369 0.392 -0.294
H 1.394 0.846 -1.156
H 0.981 -0.660 -1.113
H 2.800 -0.733 0.737
H -1.812 -2.278 1.103
H 2.689 0.919 0.815
H -1.777 -1.734 -0.409
*
```

Mulliken atomic charge list, values in e, 2 entries: number 1, C, carries -0.114; number 2, C, carries 0.173



Entry B
Entry from the Open Molecules 2025 dataset: the ion C3H8NO2 with charge +1 (ωB97M-V with the def2-TZVPD basis set).

- HOMO level (spin up / spin down) (Ha) = -0.3841 / -0.5449
- molecular weight (g mol⁻¹) = 90.1
- ⟨S²⟩ = 2.009
- Kohn-Sham gap (spin up / spin down) (eV) = 7.26 / 4.61

```
! wB97M-V def2-TZVPD RIJCOSX def2/J DEFGRID3
* xyz 1 3
C -1.127 0.935 -0.121
C -0.016 -0.092 -0.137
C 1.030 -0.138 0.989
N 0.217 -0.877 -1.158
O -1.624 1.247 -1.389
O 1.789 -1.254 0.769
H -1.797 0.620 0.626
H -0.822 1.883 0.373
H 0.529 0.076 1.981
H 1.541 0.745 0.952
H -0.323 -1.086 -1.965
H 1.099 -1.312 -1.163
H -2.598 1.069 -1.324
H 2.103 -1.817 1.568
*
```

Mulliken atomic charge list, values in e, 2 entries: number 1, C, carries -0.450; number 2, C, carries 0.332



Which of them is the least stable? Correct choice: entry A.



Entry A
Entry from the Open Molecules 2025 dataset: a structure of composition C2H7HoO3 (ωB97M-V with the def2-TZVPD basis set).

- HOMO level (spin up / spin down) (Ha) = -0.3824 / -0.4183
- molecular weight (g mol⁻¹) = 244.0
- ⟨S²⟩ = 8.761
- Kohn-Sham gap (spin up / spin down) (eV) = 7.00 / 6.24

```
! wB97M-V def2-TZVPD RIJCOSX def2/J DEFGRID3
* xyz 1 6
O -0.757 1.357 0.330
Ho -0.439 3.481 -0.455
H 0.057 0.882 0.719
C -1.855 0.247 0.262
H -2.740 0.863 0.049
H -1.719 -0.432 -0.590
H -2.161 -0.198 1.218
O 0.282 -1.630 0.970
C 1.895 -0.929 -0.550
O 1.255 -0.618 0.660
H 1.197 -1.275 -1.329
H 2.372 -0.002 -0.899
H 2.614 -1.746 -0.384
*
```

Mulliken atomic charge list, values in e, 2 entries: number 1, O, carries -0.271; number 2, Ho, carries 0.561



Entry B
Entry from the Open Molecules 2025 dataset: a structure of composition C2H7HoO3 (ωB97M-V with the def2-TZVPD basis set).

- HOMO level (spin up / spin down) (Ha) = -0.4668 / -0.4960
- molecular weight (g mol⁻¹) = 244.0
- ⟨S²⟩ = 8.754
- Kohn-Sham gap (spin up / spin down) (eV) = 6.95 / 7.10

```
! wB97M-V def2-TZVPD RIJCOSX def2/J DEFGRID3
* xyz 1 6
O -0.861 -0.410 -2.229
H -0.576 0.506 -2.241
C 0.927 1.263 0.511
O 0.963 0.027 1.181
C 0.414 -1.044 0.444
H -0.099 1.610 0.307
H 1.399 2.009 1.162
H 1.454 1.191 -0.458
H 0.611 -1.934 1.068
H 1.050 -1.182 -0.454
Ho -2.854 -0.510 1.636
O -1.078 -0.926 0.370
H -1.351 -0.600 -1.294
*
```

Mulliken atomic charge list, values in e, 2 entries: number 1, O, carries -0.614; number 2, H, carries 0.298



Which of them is the least stable? Correct choice: entry A.